8 unconnected molecules or ions with the total composition C24H66N2O16. Source: the Open Molecules 2025 dataset; level of theory: ωB97M-V/def2-TZVPD.

XYZ file:
```
108
Properties=species:S:1:pos:R:3:forces:R:3
C -1.705539 -3.402772 -1.631925 1.013 1.141 0.037
O -2.859866 -4.166533 -1.625522 -0.668 -0.310 -0.213
C -4.066133 -3.409938 -1.508371 0.570 -0.097 -0.277
C -5.151811 -4.154073 -2.222639 -0.746 -0.675 0.437
N -5.143198 -3.973773 -3.664475 -0.017 -0.173 0.146
C -6.318585 -4.584975 -4.284036 0.969 0.256 -0.933
C -6.192721 -4.498965 -5.804844 -0.103 -0.011 -0.037
O -7.485592 -4.686218 -6.337034 0.098 0.045 -0.126
C -7.544743 -4.728786 -7.752520 -0.603 -0.652 0.277
H -0.873490 -3.930021 -2.097674 -0.174 -0.345 0.112
H -1.385163 -3.075314 -0.631839 -0.122 -0.216 0.082
H -1.802603 -2.476588 -2.218476 -0.226 -0.126 -0.068
H -3.905092 -2.447200 -2.005482 -0.168 0.123 0.187
H -4.337761 -3.264349 -0.458934 0.147 0.073 0.062
H -6.129864 -3.865037 -1.818356 0.079 0.382 -0.247
H -5.094196 -5.217623 -1.927221 0.217 0.047 -0.096
H -4.302001 -4.415757 -4.022778 0.013 0.055 -0.033
H -7.183647 -3.997761 -3.985836 -0.242 -0.316 0.126
H -6.405008 -5.659555 -4.076725 -0.409 0.135 0.499
H -5.516876 -5.284228 -6.176194 0.035 0.024 0.062
H -5.783057 -3.534089 -6.129803 -0.027 0.054 0.172
H -8.421754 -4.145894 -8.033600 0.261 0.255 -0.298
H -7.750324 -5.755675 -8.083646 0.166 0.016 0.059
H -6.626599 -4.408152 -8.244025 -0.037 0.347 0.068
C 1.299803 4.707154 -3.640019 0.216 -0.075 0.364
O 2.299872 3.774450 -3.284611 -0.515 -0.037 -0.009
C 1.995022 3.102023 -2.070984 2.466 -0.381 -0.146
C 1.273185 1.780428 -2.124847 -1.958 0.773 0.764
N 1.854783 0.744421 -2.930034 -0.292 -0.388 -0.532
C 0.914179 -0.375619 -3.079979 0.936 0.011 0.365
C 1.335916 -1.297066 -4.199496 -0.698 0.871 -1.144
O 0.538191 -2.454983 -4.120104 0.802 -0.630 0.169
C 1.089273 -3.505154 -4.902939 -0.649 0.626 -0.442
H 0.347914 4.197166 -3.807879 -0.102 0.193 -0.212
H 1.646257 5.246153 -4.517508 -0.137 -0.174 -0.201
H 1.174125 5.451998 -2.840072 -0.112 -0.079 0.001
H 1.621933 3.827912 -1.345305 -0.509 -0.282 0.082
H 2.999952 2.800976 -1.718810 -0.085 0.359 0.167
H 0.225692 1.947612 -2.420176 0.217 -0.061 -0.602
H 1.083801 1.497461 -1.074823 0.521 -0.149 0.090
H 2.688439 0.349208 -2.510473 0.147 0.381 0.122
H -0.066940 0.037415 -3.296160 -0.169 -0.141 0.074
H 0.893570 -0.973266 -2.157709 -0.420 0.050 0.013
H 2.418063 -1.461141 -4.270413 0.000 -0.422 0.633
H 1.110547 -0.802959 -5.162340 0.060 0.040 0.107
H 2.075270 -3.813448 -4.551681 -0.052 -0.145 0.188
H 1.189812 -3.159772 -5.941959 0.084 -0.107 0.014
H 0.355826 -4.307458 -4.899444 0.219 -0.219 0.150
O -2.768450 2.326698 -0.855934 0.098 -0.095 -0.053
C -3.705441 2.063376 0.188619 -0.245 0.195 -0.183
C -2.929645 1.749949 1.439943 -0.083 0.515 0.230
O -2.360849 0.456937 1.383363 0.216 0.293 0.265
H -2.989706 1.812984 -1.636049 -0.055 -0.001 0.032
H -4.341084 2.946386 0.324370 0.087 -0.002 0.096
H -4.359028 1.225787 -0.064650 0.064 -0.062 0.024
H -3.548271 1.843153 2.336302 -0.226 -0.392 -0.129
H -2.177647 2.543882 1.566776 0.191 -0.221 -0.134
H -1.575712 0.531319 0.828325 0.066 -0.299 -0.018
O 0.825908 0.411031 1.108163 0.120 0.013 0.408
C 1.356808 0.263261 2.465363 -0.898 0.949 -1.190
C 1.683600 -1.170612 2.721291 0.508 -0.159 1.217
O 0.666696 -2.095553 2.407924 -0.138 0.228 -0.254
H 0.424711 1.288696 1.144059 0.103 0.135 -0.353
H 2.217456 0.930313 2.548793 0.281 -0.362 0.219
H 0.576084 0.678775 3.105030 0.125 -0.454 0.397
H 1.820159 -1.229542 3.808820 0.068 -0.081 -0.053
H 2.656670 -1.434300 2.296315 -0.191 -0.014 -0.422
H 0.161585 -1.734123 1.670883 0.042 -0.008 -0.080
O 0.527651 3.665384 1.489712 0.011 0.110 -0.211
C 1.808518 4.329444 1.435318 -0.846 -1.259 0.823
C 2.328922 4.573270 2.824626 0.893 1.670 0.345
O 1.740098 5.816683 3.270541 -0.207 -0.391 0.022
H -0.163747 4.331305 1.445211 -0.025 -0.002 0.062
H 2.451738 3.610097 0.928778 0.180 0.325 -0.251
H 1.703180 5.287188 0.929967 0.348 -0.052 -0.235
H 3.411597 4.764676 2.763514 -0.014 -0.289 -0.142
H 2.178204 3.796745 3.575310 -0.354 -0.387 -0.434
H 2.125198 6.046325 4.120285 -0.046 0.029 0.020
O 5.003212 -0.689937 4.179367 0.163 0.010 0.062
C 4.794602 -0.323156 5.541102 -1.073 -0.294 -0.162
C 3.794956 -1.189514 6.288446 -0.278 0.121 -0.198
O 4.245653 -2.511983 6.528963 0.132 0.133 0.363
H 5.026088 -1.643389 4.066230 0.076 -0.068 0.075
H 5.713812 -0.317315 6.128763 0.200 0.268 -0.223
H 4.299317 0.647649 5.467853 0.498 0.254 0.240
H 2.805979 -1.198527 5.814768 0.186 -0.022 -0.331
H 3.614635 -0.686105 7.242031 0.261 -0.351 0.215
H 4.559627 -2.912175 5.713926 -0.149 -0.019 -0.049
O 1.028634 1.943103 5.237373 -0.146 0.022 -0.341
C -0.389078 2.133805 5.284917 0.110 0.297 0.703
C -1.119147 0.969716 5.925338 -0.037 -0.487 -0.892
O -1.354201 -0.108261 5.014702 0.017 0.177 0.168
H 1.414122 2.588455 5.833744 0.075 -0.089 0.002
H -0.585462 3.045751 5.859282 -0.150 -0.071 0.016
H -0.820875 2.314951 4.293638 0.352 -0.088 -0.176
H -2.058461 1.367766 6.328845 -0.030 -0.255 0.119
H -0.514678 0.481888 6.686576 -0.044 0.460 0.403
H -1.553666 0.216771 4.130207 -0.115 0.048 -0.036
O 4.625636 0.088299 1.392281 0.072 -0.378 0.081
C 4.720590 1.256822 0.637806 -0.389 0.740 -0.705
C 5.208644 2.431038 1.438821 0.115 0.678 -0.131
O 6.620223 2.352274 1.663986 -0.477 -0.165 0.122
H 5.252819 0.138409 2.123385 -0.035 -0.156 0.100
H 5.301809 1.139398 -0.287084 0.353 -0.141 0.272
H 3.722026 1.529512 0.264542 -0.124 -0.216 0.273
H 4.625617 2.472596 2.371473 0.260 -0.154 0.140
H 4.993487 3.375935 0.922257 -0.083 -0.180 -0.236
H 6.900018 3.226458 1.945217 0.192 -0.050 0.093
```
Positions in Å, forces in eV/Å.

The value obtained for the largest force on an atom is 2.50 eV Å⁻¹. The molar mass is 638.79 g mol⁻¹. The value obtained for the total energy is -2267.1234 a.u. For the HOMO energy, the calculation gives -8.76 eV. Its orbital gap is 8.78 eV.

***

A molecular structure, C38H46P2ReSi. Source: the Open Molecules 2025 dataset; level of theory: ωB97M-V/def2-TZVPD.

XYZ file:
```
88
Properties=species:S:1:pos:R:3:forces:R:3
Re 1.090692 -0.569200 0.406628 2.199 -1.305 2.072
C -2.664982 -1.141356 -2.087250 -0.078 0.430 -0.829
C -2.302581 0.128726 -2.316967 -0.453 -0.453 -0.921
C -3.196301 1.314907 -2.238600 -0.267 0.408 0.025
C -4.175307 1.349278 -1.049426 -0.148 0.451 -0.043
C -3.664766 0.719173 0.216708 -0.409 -0.039 0.457
C -3.761074 -0.570216 0.543727 -0.945 0.499 0.252
C -4.433862 -1.603160 -0.298853 0.156 -0.567 -0.177
C -4.065907 -1.588958 -1.801817 -0.411 -0.455 0.182
C 2.497305 -0.084924 1.954021 0.079 -0.447 0.320
H -1.962912 -1.960681 -2.234142 -0.136 0.314 -0.168
H -1.359612 0.383838 -2.805447 -0.391 -0.350 0.359
H -3.769816 1.412588 -3.170994 0.099 0.003 0.105
H -2.558748 2.205470 -2.188921 -0.204 -0.064 -0.117
H -4.354391 2.412169 -0.816062 -0.206 -0.381 -0.192
H -5.139112 0.919593 -1.361472 0.296 0.061 0.296
H -3.345389 1.446705 0.963562 -0.060 -0.424 0.014
H -3.576191 -0.902879 1.561972 0.271 0.214 -0.356
H -5.531142 -1.529907 -0.211277 0.333 0.006 0.127
H -4.153291 -2.578002 0.124786 -0.199 0.099 -0.180
H -4.165520 -2.632425 -2.143201 -0.013 0.425 -0.084
H -4.805538 -1.008517 -2.371435 0.347 -0.044 0.141
H 3.156156 -0.922994 2.232200 -0.096 0.441 -0.041
H 2.013276 0.292794 2.864909 0.400 -0.143 -0.138
H 3.104697 0.724779 1.520193 -0.062 -0.156 0.238
P 0.761093 0.994841 -1.129843 -1.638 -0.262 -2.384
P -0.279440 0.713243 1.873433 0.476 0.604 2.163
C -0.566334 2.047333 -0.538633 -0.274 0.265 1.718
C -1.032086 1.893916 0.737560 -0.725 0.648 -1.420
C 1.493066 1.873055 -2.529332 1.120 -0.123 0.238
C 0.701539 2.596723 -3.433023 -0.155 -0.004 0.091
C 1.293373 3.200208 -4.546498 0.123 -0.226 0.351
C 2.676721 3.097603 -4.746358 -0.272 -0.109 0.201
C 3.471370 2.416540 -3.820432 0.152 -0.071 0.125
C 2.891617 1.802462 -2.712892 -0.470 -0.135 0.061
C 0.174076 -0.800183 -1.896082 1.030 0.290 1.395
C -0.077472 -1.848552 -0.870811 0.397 -0.899 -2.464
C 0.268266 -3.211567 -1.325590 -0.836 1.130 -0.211
C 0.338330 -3.490942 -2.685153 0.017 0.020 0.334
C 0.386595 -2.445536 -3.630212 0.008 0.218 -0.070
C 0.512708 -1.114430 -3.216894 0.117 -0.236 0.596
C 0.184190 1.945268 3.192395 0.455 0.110 -0.292
C 0.962941 3.054601 2.807215 -0.346 0.141 0.198
C 1.140088 4.126111 3.689584 0.021 -0.405 -0.052
C 0.588724 4.069921 4.978660 0.116 -0.104 -0.229
C -0.101670 2.930099 5.392677 0.092 -0.123 -0.102
C -0.295454 1.860105 4.513354 0.055 0.072 -0.392
C -1.035683 -0.600506 2.973701 -0.667 0.534 -0.550
C -0.256541 -1.693041 3.392609 0.189 0.094 -0.649
C -0.843725 -2.717370 4.142036 -0.086 0.292 -0.103
C -2.211805 -2.670771 4.430565 0.264 0.068 0.002
C -2.962528 -1.551038 4.072403 0.120 0.276 0.118
C -2.359952 -0.482482 3.405655 -0.016 -0.288 -0.117
H -0.816169 2.922165 -1.151541 -0.127 -0.406 0.376
H -1.745819 2.600338 1.171037 0.309 -0.023 -0.347
H -0.372436 2.690769 -3.252569 0.287 -0.011 -0.275
H 0.671017 3.755103 -5.243890 0.145 -0.119 0.108
H 3.128703 3.553874 -5.625700 -0.082 -0.069 0.250
H 4.556814 2.362340 -3.944352 -0.431 0.044 -0.045
H 3.491856 1.260549 -1.974714 -0.150 0.256 -0.466
H -1.006315 -1.753411 -0.270410 0.523 -0.010 0.204
H 0.420476 -3.972844 -0.569263 -0.515 -0.206 -0.138
H 0.399328 -4.523380 -3.049950 0.109 0.431 0.314
H 0.430503 -2.674102 -4.703194 0.045 0.030 0.532
H 0.846173 -0.332665 -3.905444 -0.328 -0.258 0.149
H 1.407597 3.082706 1.804901 -0.200 0.117 0.370
H 1.724775 4.988591 3.366892 -0.188 -0.225 0.172
H 0.729698 4.906453 5.666569 -0.069 -0.285 -0.239
H -0.489980 2.850902 6.410821 0.150 0.091 -0.351
H -0.813216 0.963267 4.853228 0.083 0.368 -0.053
H 0.812544 -1.739598 3.123242 -0.522 -0.071 0.256
H -0.222349 -3.535194 4.498005 -0.186 0.081 -0.114
H -2.685630 -3.495186 4.963374 0.149 0.231 -0.126
H -4.020280 -1.493639 4.322323 0.236 -0.015 0.043
H -2.918728 0.430086 3.183094 0.034 -0.387 0.038
C 3.343985 -2.181119 -2.159605 -0.283 -0.078 0.051
Si 3.259905 -1.562114 -0.373209 2.132 -0.159 -1.034
C 3.656303 -3.082662 0.715784 -0.570 0.077 0.235
C 4.793872 -0.438656 -0.238268 -0.212 -0.044 0.238
H 2.638119 -2.999769 -2.340500 0.440 0.237 -0.005
H 4.357271 -2.558707 -2.355789 -0.194 0.152 0.094
H 3.120513 -1.380683 -2.875506 0.196 -0.166 0.051
H 4.514546 -3.614279 0.271333 -0.307 0.265 0.032
H 3.921613 -2.790168 1.742138 -0.049 -0.166 -0.313
H 2.807008 -3.780987 0.765133 0.305 0.033 0.046
H 5.602788 -0.877478 -0.843913 -0.263 0.123 0.200
H 4.618178 0.583259 -0.596242 0.172 -0.193 0.160
H 5.139640 -0.376169 0.803250 -0.005 0.056 -0.312
```
Positions in Å, forces in eV/Å.

The value obtained for the largest force on an atom is 3.29 eV Å⁻¹. As for the spin multiplicity: 4. As for the expectation value of S²: 3.793. The molar mass is 779.03 g mol⁻¹. The value obtained for the total energy is -2525.2729 a.u. Its total charge is +2. For the HOMO energy (spin up / spin down), the calculation gives -13.24 / -13.82 eV. Its orbital gap (spin up / spin down) is 6.00 / 5.66 eV.

***

2 unconnected molecules or ions with the total composition C3H2F2O. Source: the Open Molecules 2025 dataset; level of theory: ωB97M-V/def2-TZVPD.

XYZ file:
```
8
Properties=species:S:1:pos:R:3:forces:R:3
C 0.875516 -0.069985 0.586223 6.156 -3.681 -0.545
C -0.220401 0.240596 0.995910 -6.831 4.183 0.587
C -4.030831 -0.151919 -0.356602 1.203 1.367 -1.085
O -4.977098 -0.829646 -0.389551 0.129 -0.166 0.613
F -3.164802 0.147133 0.588897 -0.761 -0.945 1.233
F -3.545160 0.571214 -1.359524 -0.714 -0.266 -0.795
H 1.743073 -0.150797 0.108389 2.839 0.197 -1.987
H -1.070378 0.248135 1.537003 -2.022 -0.688 1.979
```
Positions in Å, forces in eV/Å.

The value obtained for the largest force on an atom is 8.03 eV Å⁻¹. As for the spin multiplicity: 3. As for the expectation value of S²: 2.003. The molar mass is 92.04 g mol⁻¹. The value obtained for the total energy is -390.1995 a.u. For the HOMO energy (spin up / spin down), the calculation gives -5.44 / -11.07 eV. Its orbital gap (spin up / spin down) is 6.15 / 8.28 eV.